# 1
{"formula": "C24H40F17N8O2P2", "method": "ωB97M-V/def2-TZVPD", "charge": 1, "symbols": ["F", "C", "F", "F", "C", "F", "F", "C", "F", "F", "C", "F", "F", "C", "F", "F", "C", "F", "F", "C", "F", "F", "C", "F", "F", "C", "C", "C", "C", "N", "N", "H", "H", "H", "H", "O", "P", "N", "C", "C", "N", "C", "C", "N", "C", "C", "H", "H", "H", "H", "H", "H", "H", "H", "H", "H", "H", "H", "H", "H", "H", "H", "H", "H", "O", "P", "N", "C", "C", "N", "C", "C", "N", "C", "C", "H", "H", "H", "H", "H", "H", "H", "H", "H", "H", "H", "H", "H", "H", "H", "H", "H", "H"], "coordinates": [[-5.4414, 1.6090, 8.2916], [-5.4118, 3.1011, 8.0529], [-5.3162, 3.7115, 9.4075], [-6.6608, 3.4124, 7.3212], [-4.0318, 3.3391, 7.1356], [-2.9068, 3.1668, 8.1303], [-4.0627, 2.2673, 6.1121], [-3.8949, 4.8611, 6.5585], [-5.0795, 5.3089, 5.7324], [-3.9707, 5.7529, 7.7802], [-2.5197, 5.2586, 5.8104], [-1.5678, 5.7588, 6.8702], [-2.7956, 6.4686, 4.9516], [-1.7293, 4.1372, 4.9540], [-0.4507, 4.8122, 4.4980], [-1.2356, 2.9533, 5.7285], [-2.4558, 3.7051, 3.5136], [-2.0780, 4.8305, 2.5775], [-3.9324, 3.7125, 3.5634], [-1.9884, 2.2278, 2.9807], [-0.4911, 2.0766, 3.0012], [-2.5049, 1.1026, 3.8478], [-2.4811, 1.8494, 1.4557], [-1.7010, 0.6074, 1.0866], [-2.1475, 2.8545, 0.4241], [-4.0794, 1.3726, 1.4357], [-5.3026, 2.4300, 1.0117], [-6.8571, 1.8213, 1.1070], [-6.9112, 0.2265, 1.6096], [-5.7202, -0.6086, 1.9182], [-4.4938, -0.0244, 1.8329], [-5.1217, 3.5344, 0.6719], [-7.8232, 2.4400, 0.8847], [-7.9872, -0.2813, 1.7191], [-3.6738, -0.6554, 2.0954], [-1.8995, 1.2033, -4.2072], [-0.6310, 1.6876, -3.4630], [0.2007, 2.0817, -4.8701], [0.9441, 1.2267, -5.7633], [-0.2531, 3.2819, -5.5694], [-0.3004, 0.1806, -2.7456], [0.4294, -0.9014, -3.3875], [-1.4759, -0.4136, -2.0824], [0.8272, 2.2444, -2.6074], [0.6143, 3.5617, -2.0068], [2.2209, 2.1075, -2.9994], [1.7590, 1.7974, -6.2372], [0.3135, 0.8112, -6.5457], [1.4431, 0.4018, -5.2679], [0.4129, 4.1188, -5.3388], [-1.2656, 3.5685, -5.2650], [-0.2787, 3.1557, -6.6583], [0.0096, -1.1440, -4.3643], [0.4095, -1.8212, -2.7851], [1.4894, -0.6707, -3.4800], [-2.1278, -0.9277, -2.7941], [-2.0641, 0.3620, -1.5743], [-1.1669, -1.1264, -1.3069], [0.7113, 4.3579, -2.7526], [1.3222, 3.7513, -1.1928], [-0.3898, 3.6255, -1.5736], [2.5157, 2.8471, -3.7482], [2.4648, 1.1174, -3.3792], [2.8710, 2.2477, -2.1248], [3.1535, -3.9430, -3.0349], [3.7005, -5.0124, -2.0579], [3.4438, -4.0756, -0.6854], [4.2601, -3.0235, -0.1301], [2.0529, -3.9209, -0.2645], [5.2667, -5.0274, -2.7226], [6.3257, -4.0942, -2.3718], [5.2696, -5.1654, -4.1907], [4.3294, -6.2418, -0.9347], [3.3627, -7.3236, -0.7435], [5.0958, -6.0522, 0.2866], [4.1304, -2.9859, 0.9636], [4.0031, -2.0504, -0.5417], [5.3243, -3.1719, -0.2721], [1.8402, -4.6000, 0.5667], [1.3564, -4.1590, -1.0757], [1.8175, -2.9002, 0.0593], [5.9944, -3.0592, -2.4629], [7.2067, -4.2140, -3.0191], [6.7086, -4.2802, -1.3697], [5.0982, -4.2076, -4.6897], [4.4885, -5.8666, -4.5129], [6.2233, -5.5812, -4.5412], [2.5787, -7.0344, -0.0355], [3.8477, -8.2363, -0.3809], [2.8818, -7.5777, -1.6944], [4.4649, -5.7660, 1.1320], [5.8900, -5.3154, 0.1851], [5.6048, -6.9874, 0.5577]], "lowdin_charge": [0.02, -0.13, 0.06, 0.06, -0.08, 0.05, 0.04, -0.08, 0.03, 0.04, -0.09, 0.05, 0.05, -0.07, 0.04, 0.05, -0.08, 0.04, 0.03, -0.08, 0.06, 0.02, -0.14, 0.01, 0.05, 0.07, 0.12, 0.10, 0.03, 0.08, 0.04, 0.13, 0.13, 0.15, 0.19, -0.28, 0.73, -0.34, -0.12, -0.11, -0.33, -0.12, -0.16, -0.32, -0.16, -0.11, 0.10, 0.09, 0.05, 0.08, 0.07, 0.09, 0.09, 0.08, 0.06, 0.08, 0.04, 0.07, 0.07, 0.08, 0.05, 0.09, 0.06, 0.10, -0.29, 0.75, -0.34, -0.13, -0.12, -0.34, -0.14, -0.15, -0.32, -0.16, -0.12, 0.09, 0.08, 0.05, 0.07, 0.07, 0.08, 0.08, 0.09, 0.05, 0.07, 0.07, 0.08, 0.07, 0.08, 0.07, 0.08, 0.06, 0.10]}

# 2
{"formula": "C24H40HgO12", "method": "ωB97M-V/def2-TZVPD", "symbols": ["Hg", "C", "C", "O", "H", "H", "H", "H", "H", "C", "C", "O", "H", "H", "H", "H", "H", "O", "C", "O", "C", "C", "C", "H", "H", "H", "H", "H", "H", "O", "C", "O", "C", "C", "C", "H", "H", "H", "H", "H", "H", "O", "C", "O", "C", "C", "C", "H", "H", "H", "H", "H", "H", "O", "C", "O", "C", "C", "C", "H", "H", "H", "H", "H", "H", "O", "C", "O", "C", "C", "C", "H", "H", "H", "H", "H", "H"], "coordinates": [[22.7731, 12.3322, -0.1053], [24.7693, 11.9904, -4.1172], [25.0163, 12.8696, -3.0032], [24.0230, 12.7813, -1.9867], [24.5887, 10.9498, -3.8480], [25.5949, 12.0032, -4.8287], [23.8227, 12.2868, -4.5690], [25.2266, 13.8961, -3.3033], [25.9587, 12.5047, -2.5947], [20.9743, 12.7940, 3.8785], [20.7494, 11.6204, 2.9097], [21.2159, 11.8152, 1.5909], [20.4097, 12.6274, 4.7959], [20.6808, 13.7473, 3.4390], [22.0251, 12.9790, 4.1016], [19.6712, 11.5239, 2.7818], [21.0273, 10.6483, 3.3171], [24.5307, 13.1840, 1.1405], [24.9556, 14.1205, 1.7546], [26.2240, 14.5010, 1.5488], [26.5337, 15.6298, 2.3470], [25.4359, 15.7363, 3.4579], [24.3138, 14.9125, 2.8352], [26.4640, 16.4808, 1.6695], [27.5465, 15.6556, 2.7491], [25.1556, 16.7819, 3.5858], [25.7671, 15.3308, 4.4139], [23.4741, 15.5130, 2.4852], [23.8805, 14.2491, 3.5836], [22.2434, 14.6389, 0.4103], [22.0391, 15.6602, -0.3088], [21.2665, 16.7495, 0.0409], [21.0838, 17.6592, -1.0175], [21.4711, 16.8587, -2.2429], [22.5351, 15.9123, -1.6748], [21.7606, 18.5111, -0.9526], [20.0900, 18.0813, -1.1670], [21.7969, 17.3426, -3.1637], [20.5786, 16.3652, -2.6277], [23.4944, 16.4265, -1.6166], [22.6598, 14.9677, -2.2043], [21.0176, 12.4892, -1.7082], [20.3826, 12.5152, -2.7377], [19.3324, 13.2759, -2.7798], [18.8645, 13.5097, -4.1038], [19.7202, 12.5325, -4.9534], [20.5985, 11.7906, -3.9737], [18.9201, 14.5258, -4.4944], [17.8354, 13.1579, -4.1765], [20.2664, 13.1153, -5.6951], [19.0533, 11.9412, -5.5810], [21.6088, 12.0255, -4.3088], [20.3691, 10.7322, -3.8500], [24.7484, 10.3060, 0.5719], [25.1534, 9.3401, -0.0547], [25.8994, 8.3598, 0.5553], [25.8867, 7.0945, -0.1401], [25.2485, 7.4285, -1.5491], [24.9460, 8.9833, -1.5003], [25.4358, 6.2640, 0.4031], [26.9444, 6.8753, -0.2862], [24.3717, 6.7812, -1.5666], [25.7386, 7.1198, -2.4725], [23.9015, 9.2078, -1.7163], [25.6569, 9.5794, -2.0724], [21.8074, 10.0549, -0.9750], [20.7745, 9.3534, -1.0771], [20.7817, 8.2240, -1.9053], [19.5801, 7.4957, -1.9141], [18.6113, 8.3996, -1.2122], [19.3668, 9.5781, -0.5493], [19.8586, 6.6026, -1.3547], [19.2856, 7.2162, -2.9257], [18.1793, 7.8207, -0.3959], [17.8305, 8.8126, -1.8509], [19.2987, 9.5437, 0.5380], [19.0143, 10.5282, -0.9505]], "lowdin_charge": [1.22, -0.14, -0.47, -0.39, 0.06, 0.08, 0.05, 0.09, 0.09, -0.11, -0.45, -0.40, 0.06, 0.06, 0.04, 0.08, 0.08, 0.04, -0.46, 0.06, -0.15, -0.12, -0.07, 0.12, 0.12, 0.11, 0.11, 0.12, 0.12, 0.01, -0.35, 0.04, -0.18, -0.15, -0.07, 0.12, 0.13, 0.12, 0.11, 0.14, 0.11, 0.05, -0.52, 0.07, -0.12, -0.14, -0.05, 0.12, 0.12, 0.11, 0.11, 0.12, 0.14, 0.08, -0.44, 0.00, -0.13, -0.11, -0.05, 0.12, 0.11, 0.09, 0.10, 0.10, 0.12, 0.02, -0.34, -0.01, -0.18, -0.15, -0.04, 0.13, 0.13, 0.11, 0.11, 0.13, 0.12]}

In the order shown, the computed DFT total energy values come out to -106295.3850; -54276.5436 eV.
In the order shown, the computed Kohn-Sham gap values come out to 2.41; 6.88 eV.
In the order shown, the computed ΔE to the lowest compared entry with this formula, charge and spin values come out to 437.7; 33.5 kcal/mol.